The following is a DFT calculation (ωB97M-V with the def2-TZVPD basis set) of a structure of composition C38H57AlClP2Si at a distorted geometry.

Properties
E_HOMO ... -10.402 eV
Gap between HOMO and LUMO ... 7.7 eV
Molecular weight ... 666.3 g mol⁻¹
Charge ... +1

CARTESIAN COORDINATES (ANGSTROEM)
Al 0.9956 -0.6615 0.3361
C 0.3603 -4.4353 -0.5383
Si -0.0789 -2.5763 -0.7338
C -1.9122 -2.3649 -0.2138
C -2.9554 -2.9270 -0.9420
C -4.2749 -2.8003 -0.5498
C -4.5847 -2.1106 0.6106
C -3.5684 -1.5302 1.3438
C -2.2389 -1.6410 0.9359
P -0.9278 -0.8867 1.9584
C -0.6598 -2.2923 3.1804
C -1.8888 -3.0615 3.6663
C -2.5752 -2.3883 4.8478
C -1.5937 -2.2649 6.0060
C -0.4161 -1.4000 5.5760
C 0.2858 -1.9698 4.3435
C -1.7360 0.6953 2.5317
C -0.7861 1.5792 3.3379
C -1.4499 2.9104 3.6803
C -1.8272 3.6511 2.4024
C -2.7251 2.7816 1.5295
C -2.0809 1.4320 1.2329
C -0.0735 -2.1805 -2.6018
C -0.6675 -3.0488 -3.5131
C -0.7565 -2.7519 -4.8604
C -0.2295 -1.5612 -5.3363
C 0.4051 -0.7047 -4.4589
C 0.4881 -1.0021 -3.0971
P 1.5244 0.1014 -2.0622
C 3.1623 -0.3319 -2.9212
C 4.2560 -0.6223 -1.8954
C 4.8246 0.6605 -1.3082
C 5.4413 1.4990 -2.4214
C 4.3775 1.8609 -3.4511
C 3.6991 0.6100 -4.0024
C 0.9236 1.8095 -2.5339
C -0.5955 1.8289 -2.7213
C -1.0499 3.2422 -3.0838
C -0.6729 4.2262 -1.9823
C 0.8327 4.1974 -1.7427
C 1.3027 2.7822 -1.4136
H -0.4216 -5.0768 -0.9371
H 0.4998 -4.7022 0.5064
H 1.2847 -4.6672 -1.0625
H -2.7297 -3.4749 -1.8423
H -5.0619 -3.2450 -1.1390
H -5.6086 -2.0258 0.9434
H -3.8167 -0.9977 2.2502
H -0.1142 -2.9649 2.4890
H -1.5474 -4.0489 3.9871
H -2.5937 -3.2132 2.8481
H -3.4432 -2.9762 5.1496
H -2.9242 -1.3942 4.5586
H -1.2430 -3.2584 6.2933
H -2.0823 -1.8092 6.8682
H 0.3098 -1.3212 6.3876
H -0.7924 -0.3985 5.3634
H 0.7818 -2.9008 4.6317
H 1.0637 -1.2771 4.0087
H -2.6433 0.5072 3.1138
H 0.1014 1.7847 2.7342
H -0.4687 1.0774 4.2500
H -0.7597 3.5112 4.2726
H -2.3406 2.7411 4.2873
H -0.9201 3.9090 1.8522
H -2.3483 4.5784 2.6389
H -2.9408 3.2992 0.5936
H -3.6716 2.6041 2.0425
H -1.1422 1.5797 0.6750
H -2.7485 0.8321 0.6061
H -1.0589 -3.9903 -3.1564
H -1.2288 -3.4449 -5.5410
H -0.2992 -1.3070 -6.3839
H 0.8447 0.2070 -4.8377
H 2.9105 -1.2854 -3.4072
H 5.0599 -1.1647 -2.4005
H 3.8597 -1.2702 -1.1066
H 5.5788 0.4214 -0.5577
H 4.0184 1.2220 -0.8241
H 6.2314 0.9209 -2.9041
H 5.8943 2.4052 -2.0166
H 4.8338 2.4097 -4.2771
H 3.6398 2.5169 -2.9888
H 4.4355 0.0432 -4.5796
H 2.9098 0.8930 -4.6993
H 1.4002 2.1249 -3.4687
H -1.0833 1.5164 -1.7912
H -0.9055 1.1374 -3.5070
H -2.1298 3.2524 -3.2435
H -0.5692 3.5445 -4.0170
H -1.1993 3.9563 -1.0647
H -0.9837 5.2335 -2.2601
H 1.0939 4.8778 -0.9304
H 1.3471 4.5481 -2.6409
H 0.8408 2.4387 -0.4772
H 2.3832 2.7880 -1.2591
Cl 2.7538 -1.2782 1.5863
C 2.1794 0.4659 1.5122
H 3.0345 1.0560 1.1849
H 1.9757 0.7356 2.5518